No. 1
Formula: C31H24F5NO6Sm
Source: OMol25
Level of theory: ωB97M-V with the def2-TZVPD basis set

The geometry in XYZ format:
```
68
Properties=species:S:1:pos:R:3
Sm -0.077 -1.137 0.016
C 4.774 -1.635 -0.767
C 5.243 -0.332 -0.674
C 4.342 0.715 -0.674
C 2.973 0.458 -0.774
N 2.533 -0.808 -0.839
C 3.407 -1.817 -0.832
C 1.938 1.540 -0.779
C 2.313 2.875 -0.956
C 1.358 3.882 -0.886
C 0.027 3.542 -0.647
C -0.319 2.203 -0.534
C 0.612 1.164 -0.585
H 5.437 -2.489 -0.766
H 6.305 -0.133 -0.590
H 4.691 1.733 -0.576
H 2.979 -2.810 -0.867
H 3.345 3.147 -1.157
H 1.649 4.917 -1.019
H -0.733 4.315 -0.576
H -1.366 1.966 -0.364
O 0.870 -1.228 2.137
C -0.179 -0.727 2.647
O -1.121 -0.289 1.918
C -0.316 -0.672 4.132
C -1.462 -0.133 4.696
C -1.619 -0.061 6.086
C -0.585 -0.548 6.842
O -0.503 -0.587 8.207
C 0.766 -1.184 8.514
O 1.410 -1.495 7.276
C 0.551 -1.086 6.283
C 0.727 -1.168 4.931
H -2.237 0.228 4.033
H -2.508 0.354 6.542
H 0.602 -2.099 9.078
H 1.371 -0.473 9.070
H 1.613 -1.590 4.475
C -0.699 2.678 -5.838
C -1.315 1.816 -4.764
C -1.036 0.460 -4.675
C -1.574 -0.340 -3.667
C -1.203 -1.807 -3.630
C -2.434 0.238 -2.734
C -2.764 1.597 -2.826
C -3.699 2.279 -1.851
C -2.189 2.363 -3.832
C -2.984 -0.574 -1.589
O -4.185 -0.594 -1.385
O -2.091 -1.200 -0.873
H 0.093 2.144 -6.367
H -0.263 3.586 -5.413
H -1.441 2.991 -6.579
H -0.366 0.005 -5.401
H -1.093 -2.183 -4.651
H -1.938 -2.418 -3.110
H -0.253 -1.983 -3.123
H -3.750 1.780 -0.887
H -4.719 2.290 -2.240
H -3.384 3.314 -1.698
H -2.410 3.428 -3.868
F 0.711 -4.566 -1.502
C 0.174 -3.545 -0.766
F 1.143 -3.342 0.322
C -0.996 -4.137 0.021
F -0.792 -5.325 0.615
F -2.074 -4.249 -0.748
F -1.278 -3.246 1.031
```

Computed properties:
- HOMO energy (alpha / beta): -5.50 / -5.44 eV
- LUMO (alpha / beta): 2.37 / 2.37 eV
- Charge: -1
- ΔE to the lowest compared entry with this formula, charge and spin: 7.7 kcal/mol
- Kohn-Sham gap (alpha / beta): 0.2895 / 0.2872 Eh
- 2S+1: 6
- <S²>: 8.7603

These are the natural (NBO) partial charges, in e, on atoms 1 to 5:
1. Sm 1.8155
2. C -0.2855
3. C -0.1581
4. C -0.2563
5. C 0.2278

No. 2
Formula: C24H54F3N4O4PbS2
Source: OMol25
Level of theory: ωB97M-V with the def2-TZVPD basis set

The geometry in XYZ format:
```
92
Properties=species:S:1:pos:R:3
Pb -0.698 -0.646 3.263
F -0.045 -0.184 0.858
C 5.148 -2.129 -0.911
C 3.777 -2.519 -1.499
C 2.870 -3.224 -0.401
N 1.475 -3.636 -0.884
C 0.652 -2.534 -1.515
C 0.583 -4.082 0.302
C -0.104 -5.379 -0.006
C 0.770 -6.091 -0.943
C 1.453 -4.885 -1.785
H 5.675 -3.056 -0.688
H 5.118 -1.443 -0.065
H 5.867 -1.547 -1.487
H 3.997 -3.063 -2.417
H 3.174 -1.697 -1.886
H 2.782 -2.554 0.455
H 3.256 -4.178 -0.043
H -0.329 -2.913 -1.800
H 1.123 -2.384 -2.487
H 0.706 -1.693 -0.825
H -0.251 -3.425 0.548
H 1.180 -4.200 1.206
H -1.108 -5.239 -0.406
H -0.268 -5.941 0.914
H 0.153 -6.877 -1.379
H 1.588 -6.549 -0.386
H 0.955 -4.596 -2.711
H 2.434 -5.134 -2.191
C 4.842 1.214 1.759
C 3.972 2.181 1.056
C 2.745 2.615 1.886
N 1.622 3.304 1.087
C 1.603 3.025 -0.440
C 1.781 4.842 1.311
C 1.005 5.198 2.627
C 0.078 4.105 2.839
C 0.212 3.096 1.697
H 5.194 1.606 2.713
H 5.697 0.983 1.125
H 4.357 0.244 1.871
H 3.612 1.886 0.070
H 4.577 3.086 1.099
H 2.819 3.023 2.894
H 2.302 1.620 1.941
H 1.367 1.964 -0.528
H 2.523 3.378 -0.905
H 0.790 3.675 -0.761
H 1.322 5.374 0.477
H 2.837 5.102 1.245
H 0.485 6.150 2.528
H 1.742 5.306 3.423
H -0.952 4.463 2.827
H 0.235 3.497 3.730
H -0.581 3.338 0.989
H 0.074 2.044 1.945
C 0.043 1.073 -3.658
C -1.417 1.069 -3.188
C -1.701 -0.096 -2.259
N -3.222 -0.429 -2.117
C -3.994 -0.717 -3.407
C -3.556 -1.439 -1.052
C -4.698 -0.993 -0.093
C -5.121 0.308 -0.790
C -3.902 0.820 -1.581
H 0.258 0.359 -4.453
H 0.749 0.863 -2.854
H 0.294 2.034 -4.106
H -2.182 1.124 -3.963
H -1.666 1.949 -2.596
H -1.147 0.052 -1.332
H -1.306 -1.018 -2.686
H -5.057 -0.585 -3.210
H -3.797 -1.764 -3.639
H -3.666 -0.169 -4.291
H -3.920 -2.395 -1.427
H -2.664 -1.558 -0.437
H -5.526 -1.697 -0.007
H -4.350 -0.857 0.931
H -5.906 0.194 -1.537
H -5.326 1.119 -0.091
H -4.115 1.629 -2.280
H -3.285 1.169 -0.753
N -2.240 1.137 3.717
S -2.937 1.909 5.104
O -4.247 1.353 5.490
O -2.650 3.327 5.406
F -1.885 1.089 6.064
S -3.403 1.637 2.847
O -3.154 3.033 2.364
O -4.766 1.145 2.862
F -2.726 0.802 1.681
```

Computed properties:
- HOMO energy (alpha / beta): -11.06 / -14.52 eV
- LUMO (alpha / beta): -5.11 / -5.15 eV
- Charge: +2
- Kohn-Sham gap (alpha / beta): 0.2187 / 0.3443 Eh
- 2S+1: 2
- <S²>: 0.7525

These are the Mulliken partial charges, in e, on atoms 1 to 5:
1. Pb 0.6146
2. F -0.5319
3. C -1.3527
4. C -0.1498
5. C -0.8386

No. 3
Formula: C23H19ClF3NO2PPt
Source: OMol25
Level of theory: ωB97M-V with the def2-TZVPD basis set

The geometry in XYZ format:
```
51
Properties=species:S:1:pos:R:3
Pt 1.180 0.986 0.065
Cl 2.872 -0.655 -0.593
C 1.994 -2.175 -0.430
C 2.724 -3.341 -0.325
C 2.030 -4.536 -0.182
C 0.643 -4.551 -0.149
C -0.068 -3.366 -0.271
C 0.607 -2.158 -0.420
P -0.225 -0.577 -0.678
C -0.338 -0.322 -2.452
C -0.650 0.972 -2.882
C -0.722 1.243 -4.237
C -0.481 0.232 -5.160
C -0.165 -1.050 -4.733
C -0.090 -1.332 -3.377
C -1.895 -0.717 -0.036
C -2.972 -0.823 -0.915
C -4.257 -0.969 -0.413
C -4.467 -1.011 0.957
C -3.394 -0.909 1.834
C -2.110 -0.760 1.342
H 3.804 -3.319 -0.342
H 2.585 -5.460 -0.088
H 0.114 -5.485 -0.030
H -1.150 -3.368 -0.250
H -0.828 1.763 -2.161
H -0.961 2.242 -4.574
H -0.534 0.447 -6.219
H 0.024 -1.832 -5.455
H 0.160 -2.332 -3.043
H -2.811 -0.788 -1.984
H -5.093 -1.048 -1.095
H -5.471 -1.123 1.344
H -3.563 -0.944 2.902
H -1.273 -0.679 2.024
C 2.070 2.105 5.089
C 0.624 1.896 4.622
C 0.571 1.467 3.229
N 0.542 1.121 2.138
H 2.065 2.433 6.126
H 2.566 2.865 4.488
H 2.639 1.180 5.021
H 0.047 2.818 4.703
H 0.118 1.138 5.222
F 1.298 5.629 1.091
C 2.127 4.989 0.256
F 2.097 5.607 -0.926
F 3.361 5.064 0.748
C 1.663 3.527 0.100
O 2.468 2.607 0.450
O 0.526 3.301 -0.333
```

Computed properties:
- HOMO energy (alpha / beta): -12.00 / -12.00 eV
- LUMO (alpha / beta): -4.12 / -4.12 eV
- Charge: +1
- ΔE to the lowest compared entry with this formula, charge and spin: 1.5 kcal/mol
- Kohn-Sham gap (alpha / beta): 0.2896 / 0.2897 Eh

These are the natural (NBO) partial charges, in e, on atoms 1 to 5:
1. Pt 0.8208
2. Cl 0.1186
3. C 0.0055
4. C -0.2266
5. C -0.1542

No. 4
Formula: C12H17O3P
Source: OMol25
Level of theory: ωB97M-V with the def2-TZVPD basis set

The geometry in XYZ format:
```
33
Properties=species:S:1:pos:R:3
O 0.409 -2.134 -0.328
O -0.417 0.057 0.616
O -1.121 -0.810 -1.764
C 4.672 1.079 1.362
C 4.724 -0.052 0.593
C 3.560 1.954 1.233
C 3.706 -0.287 -0.343
C 2.504 1.649 0.412
C 2.581 0.549 -0.425
C -4.047 -1.035 0.573
C -3.056 0.941 -0.510
C -1.646 -0.474 1.062
C -2.330 -1.323 -1.189
C -2.769 -0.496 -0.017
C 1.461 0.275 -1.377
P 0.102 -0.733 -0.682
H 5.495 1.299 2.080
H 5.540 -0.743 0.716
H 3.500 2.888 1.820
H 3.813 -1.213 -0.936
H 1.634 2.298 0.361
H -3.898 -2.068 0.931
H -4.837 -0.980 -0.190
H -4.358 -0.392 1.373
H -3.795 0.927 -1.309
H -2.136 1.426 -0.895
H -3.501 1.582 0.321
H -1.928 0.108 1.916
H -1.480 -1.519 1.395
H -3.091 -1.370 -1.960
H -2.225 -2.364 -0.882
H 1.850 -0.224 -2.211
H 1.083 1.184 -1.748
```

Computed properties:
- HOMO energy: -9.17 eV
- LUMO: 0.74 eV
- Charge: 0
- Kohn-Sham gap: 0.3640 Eh

These are the natural (NBO) partial charges, in e, on atoms 1 to 5:
1. O -1.1096
2. O -0.7937
3. O -0.7974
4. C -0.2166
5. C -0.1980

No. 5
Formula: C19H16I2N2ORuSSe
Source: OMol25
Level of theory: ωB97M-V with the def2-TZVPD basis set

The geometry in XYZ format:
```
43
Properties=species:S:1:pos:R:3
Ru 13.097 13.815 4.451
I 5.574 13.002 4.017
C 7.454 13.253 4.873
C 8.035 12.006 5.235
C 9.401 11.814 5.344
I 10.318 10.128 6.177
C 10.315 12.824 4.803
O 11.516 12.528 4.428
C 9.693 14.172 4.640
C 10.501 15.432 4.374
N 11.852 15.435 4.966
C 12.584 16.752 4.677
C 14.123 16.601 4.754
C 15.019 17.593 4.348
C 16.381 17.292 4.095
C 16.839 16.034 4.488
C 15.942 15.075 4.905
N 14.626 15.319 4.943
C 8.284 14.336 4.575
H 7.341 11.211 5.496
H 9.882 16.212 4.891
H 10.523 15.683 3.287
H 11.700 15.451 5.966
H 12.311 17.560 5.421
H 12.295 17.214 3.676
H 14.838 18.632 4.411
H 17.015 18.057 3.669
H 17.937 15.762 4.422
H 16.259 14.104 5.393
H 7.968 15.322 4.293
S 14.246 12.344 3.310
C 14.355 10.672 3.992
C 15.571 10.131 4.371
C 15.611 8.981 5.095
C 14.439 8.201 5.197
C 13.219 8.607 4.600
C 13.230 9.866 4.027
H 16.501 10.660 4.178
H 16.601 8.666 5.520
H 14.411 7.320 5.836
H 12.322 7.890 4.504
H 12.211 10.272 3.812
Se 16.381 13.271 2.974
```

Computed properties:
- HOMO energy (alpha / beta): -6.30 / -7.12 eV
- LUMO (alpha / beta): 0.01 / -1.55 eV
- Charge: 0
- ΔE to the lowest compared entry with this formula, charge and spin: 20.9 kcal/mol
- Kohn-Sham gap (alpha / beta): 0.2320 / 0.2045 Eh
- 2S+1: 5
- <S²>: 6.0266

These are the natural (NBO) partial charges, in e, on atoms 1 to 5:
1. Ru 1.1259
2. I 0.1400
3. C -0.2155
4. C -0.2517
5. C -0.2330

No. 6
Formula: C17H29BCsF11N7O10
Source: OMol25
Level of theory: ωB97M-V with the def2-TZVPD basis set

The geometry in XYZ format:
```
76
Properties=species:S:1:pos:R:3
C -3.807 1.434 -2.325
C -3.672 0.662 -1.143
C -2.494 1.016 -0.142
N -1.400 0.019 -0.093
C -0.459 -0.277 -1.249
N -0.797 0.474 -2.480
C -1.148 -0.683 1.012
N -1.898 -0.588 2.237
N -0.012 -1.617 1.003
C 1.000 -1.096 1.953
C 1.504 0.349 1.596
C 2.720 0.377 0.525
C 2.605 1.721 -0.351
N 2.832 1.486 -1.813
H -4.157 0.999 -3.313
H -3.526 2.541 -2.354
H -4.457 -0.130 -0.985
H -2.958 1.256 0.862
H -2.019 1.994 -0.504
H -0.549 -1.393 -1.479
H 0.627 -0.101 -0.967
H -0.565 1.459 -2.312
H -0.215 0.081 -3.240
H -1.505 0.145 2.881
H -2.906 -0.493 2.083
H -0.401 -2.487 1.408
H 1.874 -1.834 1.971
H 0.552 -1.066 2.995
H 1.964 0.770 2.556
H 0.687 1.074 1.304
H 2.600 -0.501 -0.199
H 3.745 0.314 1.051
H 1.576 2.207 -0.254
H 3.362 2.518 -0.032
H 2.201 2.067 -2.380
H 2.736 0.495 -2.066
F -0.602 1.393 3.411
C 7.468 0.615 2.450
N 6.296 1.355 2.988
O 6.249 1.522 4.192
O 5.477 1.737 2.181
H 8.118 0.335 3.281
H 7.091 -0.274 1.938
H 7.989 1.279 1.760
Cs 9.482 -0.272 1.014
C -7.326 -0.098 0.829
C -6.482 -1.207 1.498
C -7.128 -2.593 1.574
F -8.257 -2.601 2.302
F -6.283 -3.468 2.175
F -6.091 -0.784 2.721
F -5.338 -1.330 0.759
O -8.044 0.794 1.693
C -9.318 0.395 2.147
C -9.370 0.222 3.668
F -8.488 -0.704 4.097
F -10.598 -0.193 4.061
F -9.717 -0.702 1.480
F -10.167 1.380 1.783
H -6.611 0.554 0.320
H -7.962 -0.486 0.029
H -7.352 -2.979 0.575
H -9.143 1.163 4.174
B 5.431 -1.172 -5.358
O 3.978 -0.903 -5.363
C 3.547 -1.028 -4.119
O 2.394 -0.871 -3.774
C 4.674 -1.382 -3.239
O 4.609 -1.567 -2.046
O 5.785 -1.469 -3.954
F 6.143 -0.027 -5.812
F 5.724 -2.294 -6.186
N 12.570 0.537 -3.781
O 11.917 0.173 -4.773
O 12.067 0.455 -2.636
O 13.724 0.985 -3.920
```

Computed properties:
- HOMO energy: -4.81 eV
- LUMO: -0.25 eV
- Charge: -1
- Kohn-Sham gap: 0.1674 Eh

These are the Mulliken partial charges, in e, on atoms 1 to 5:
1. C -0.8412
2. C -0.0418
3. C -0.8748
4. N 0.6170
5. C -0.3503

Number 1: E_tot -2859.40337 a.u.. Number 2: E_tot -2754.90656 a.u.. Number 3: E_tot -2313.35750 a.u.. Number 4: E_tot -1034.61454 a.u.. Number 5: E_tot -4408.07569 a.u.. Number 6: E_tot -2944.24768 a.u..